[1]
{
  "formula": "C12H35N3O5Sr2",
  "method": "ωB97M-V with the def2-TZVPD basis set",
  "lumo_energy_ev": -7.899,
  "de_lowest_ev": 1.4443,
  "total_charge": 2,
  "species": ["Sr", "Sr", "O", "H", "O", "H", "C", "C", "C", "O", "C", "N", "H", "H", "H", "H", "H", "H", "H", "H", "H", "H", "H", "C", "C", "C", "O", "C", "N", "H", "H", "H", "H", "H", "H", "H", "H", "H", "H", "H", "C", "C", "C", "O", "C", "N", "H", "H", "H", "H", "H", "H", "H", "H", "H", "H", "H"],
  "positions_angstrom": [[3.631, 20.533, -2.599], [2.980, 20.884, -5.931], [4.225, 19.166, -4.679], [4.178, 18.231, -4.839], [1.681, 20.508, -3.909], [0.763, 20.574, -4.167], [0.565, 18.165, -9.082], [1.230, 19.400, -8.481], [0.191, 20.278, -7.698], [0.849, 21.302, -6.993], [-0.029, 22.391, -6.665], [2.394, 19.040, -7.655], [0.012, 17.632, -8.305], [1.318, 17.519, -9.532], [-0.154, 18.407, -9.866], [1.657, 20.016, -9.282], [-0.465, 19.658, -7.078], [-0.401, 20.652, -8.539], [-0.332, 22.985, -7.525], [0.479, 23.058, -5.964], [-0.898, 22.011, -6.125], [2.997, 18.402, -8.171], [2.003, 18.395, -6.941], [-1.474, 23.294, -0.584], [-0.892, 22.079, -1.341], [-1.976, 21.425, -2.212], [-3.085, 21.116, -1.435], [-3.831, 20.037, -1.949], [0.144, 22.596, -2.255], [-1.996, 23.036, 0.331], [-2.108, 23.827, -1.291], [-0.653, 23.975, -0.347], [-0.535, 21.326, -0.631], [-1.432, 20.569, -2.655], [-2.245, 22.054, -3.069], [-4.513, 20.365, -2.740], [-4.453, 19.569, -1.186], [-3.216, 19.215, -2.331], [0.941, 22.913, -1.697], [0.564, 21.791, -2.745], [-0.945, 17.086, -5.350], [0.426, 16.512, -5.076], [0.783, 15.353, -6.025], [-0.236, 14.446, -6.269], [-0.508, 13.559, -5.204], [1.523, 17.521, -5.194], [-1.695, 16.470, -4.852], [-1.222, 17.152, -6.402], [-1.048, 18.074, -4.886], [0.484, 16.242, -4.015], [1.748, 14.908, -5.746], [0.981, 15.809, -7.001], [0.352, 12.917, -4.981], [-1.323, 12.914, -5.516], [-0.760, 14.041, -4.254], [2.361, 17.041, -4.873], [1.445, 18.296, -4.541]],
  "atomic_forces_ev_per_a": [[-0.54, -1.55, -0.69], [0.26, -1.13, -1.00], [-0.39, 2.32, 1.19], [0.20, -0.44, -0.06], [1.37, 0.36, 0.26], [-0.33, 0.04, 0.14], [-0.35, 0.33, 0.05], [0.05, 0.48, -0.28], [0.60, -1.65, -2.10], [-0.28, 0.69, 0.08], [-0.11, 0.22, 0.77], [-0.49, -0.54, 1.03], [0.17, -0.21, -0.04], [-0.03, -0.09, 0.08], [0.04, 0.14, 0.01], [-0.38, 0.10, -0.04], [0.20, 0.18, 0.33], [-0.30, 0.50, 0.42], [0.04, -0.29, -0.24], [0.20, -0.07, -0.08], [-0.14, -0.03, -0.21], [0.12, 0.40, -0.23], [0.27, 0.11, 0.24], [0.70, -0.23, -0.55], [-1.23, 1.21, 0.20], [1.18, 0.25, -0.09], [0.34, -0.78, 0.19], [-0.77, -0.53, -0.29], [1.08, -1.19, -0.05], [-0.18, -0.06, -0.12], [-0.24, 0.08, 0.24], [-0.04, -0.02, 0.23], [0.11, -0.03, -0.02], [-0.65, -0.54, 0.07], [0.00, 0.34, 0.12], [0.13, 0.04, -0.11], [0.10, 0.46, 0.31], [0.29, 0.24, -0.08], [-0.40, 0.46, 0.09], [-0.47, 0.52, 0.10], [-0.28, 0.22, 0.41], [0.55, 0.32, 0.65], [0.31, 0.89, -0.47], [-0.18, -0.13, 0.39], [0.26, -0.57, 0.29], [0.24, -0.15, -0.48], [-0.03, -0.10, -0.20], [0.19, -0.04, -0.06], [0.07, 0.04, -0.10], [-0.50, -0.66, -0.13], [-0.18, -0.37, 0.32], [-0.03, 0.14, 0.01], [0.12, 0.02, -0.20], [-0.10, 0.09, 0.00], [-0.21, 0.32, -0.16], [0.08, 0.00, -0.23], [-0.45, -0.13, 0.07]]
}

---

[2]
{
  "formula": "C12H36Br3HfO16P4",
  "method": "ωB97M-V with the def2-TZVPD basis set",
  "lumo_energy_ev": -2.630,
  "de_lowest_ev": 0.0000,
  "total_charge": 1,
  "species": ["Hf", "Br", "Br", "Br", "C", "O", "P", "O", "O", "C", "O", "C", "H", "H", "H", "H", "H", "H", "H", "H", "H", "C", "O", "P", "O", "O", "C", "O", "C", "H", "H", "H", "H", "H", "H", "H", "H", "H", "C", "O", "P", "O", "O", "C", "O", "C", "H", "H", "H", "H", "H", "H", "H", "H", "H", "C", "O", "P", "O", "O", "C", "O", "C", "H", "H", "H", "H", "H", "H", "H", "H", "H"],
  "positions_angstrom": [[-6.685, -0.698, 30.807], [-9.204, -0.479, 31.918], [-7.418, -2.507, 28.845], [-5.166, -0.284, 33.155], [-5.374, -5.602, 33.791], [-5.620, -4.318, 33.183], [-7.060, -3.804, 32.892], [-7.074, -2.643, 32.012], [-7.832, -5.029, 32.312], [-8.850, -4.821, 31.302], [-7.630, -3.559, 34.321], [-8.986, -3.129, 34.516], [-4.332, -5.836, 33.585], [-5.994, -6.361, 33.320], [-5.541, -5.540, 34.862], [-9.569, -5.629, 31.398], [-8.392, -4.908, 30.317], [-9.317, -3.841, 31.363], [-9.353, -3.579, 35.432], [-9.620, -3.413, 33.676], [-9.029, -2.043, 34.580], [-10.616, 2.946, 28.948], [-9.574, 2.089, 29.461], [-8.751, 1.231, 28.467], [-7.732, 0.449, 29.175], [-9.715, 0.406, 27.617], [-10.662, -0.483, 28.246], [-8.171, 2.189, 27.399], [-7.040, 3.010, 27.735], [-10.785, 3.699, 29.711], [-11.522, 2.380, 28.749], [-10.293, 3.453, 28.039], [-10.603, -0.455, 29.334], [-10.464, -1.488, 27.884], [-11.666, -0.208, 27.926], [-6.937, 3.126, 28.816], [-7.208, 3.997, 27.312], [-6.143, 2.566, 27.312], [-7.724, 2.090, 34.243], [-6.645, 2.703, 33.503], [-6.686, 2.809, 31.963], [-6.729, 1.521, 31.277], [-7.901, 3.681, 31.561], [-8.137, 4.952, 32.202], [-5.451, 3.664, 31.608], [-4.131, 3.272, 32.057], [-7.426, 1.082, 34.521], [-8.638, 2.038, 33.650], [-7.898, 2.693, 35.129], [-7.335, 5.230, 32.883], [-9.068, 4.893, 32.759], [-8.217, 5.712, 31.431], [-3.825, 3.946, 32.852], [-3.446, 3.368, 31.220], [-4.128, 2.246, 32.425], [-2.590, -2.788, 32.388], [-2.514, -2.961, 30.955], [-3.833, -3.034, 30.117], [-4.866, -2.082, 30.551], [-3.323, -2.889, 28.658], [-2.522, -1.769, 28.242], [-4.368, -4.487, 30.202], [-3.481, -5.583, 29.921], [-1.904, -3.503, 32.832], [-3.605, -2.870, 32.773], [-2.253, -1.787, 32.661], [-2.075, -1.256, 29.094], [-3.137, -1.071, 27.680], [-1.716, -2.160, 27.628], [-4.104, -6.428, 29.640], [-2.868, -5.822, 30.786], [-2.835, -5.383, 29.066]],
  "atomic_forces_ev_per_a": [[-1.87, -1.39, 1.30], [0.90, -0.04, -0.40], [0.28, 0.63, 0.51], [-0.39, -0.26, -0.84], [0.18, 0.03, -0.22], [0.23, -0.05, -0.08], [0.40, -0.66, 0.76], [0.23, 1.77, -1.20], [-0.49, 0.00, -0.31], [0.07, -0.47, -0.69], [-0.07, 0.12, 0.43], [-0.33, 0.29, -0.19], [0.03, 0.05, 0.10], [-0.11, -0.01, 0.12], [-0.08, -0.04, 0.03], [-0.09, 0.09, 0.27], [0.10, 0.10, 0.08], [0.00, 0.01, 0.20], [0.06, -0.08, 0.02], [0.01, -0.17, 0.08], [0.18, -0.02, 0.08], [0.16, 0.30, 0.07], [-0.38, 0.36, 0.54], [-0.12, 0.26, -0.15], [1.75, -0.76, 1.25], [-0.84, -0.52, -0.68], [-0.44, -0.49, -0.14], [0.44, 0.39, -0.56], [0.07, 0.24, 0.14], [-0.13, -0.09, 0.08], [-0.01, -0.08, 0.08], [0.04, -0.10, -0.04], [0.15, 0.03, 0.00], [0.18, 0.02, 0.11], [0.10, 0.21, -0.02], [0.03, -0.12, -0.04], [-0.02, -0.06, -0.14], [0.01, 0.00, 0.02], [-0.18, -0.21, 0.13], [-0.10, 0.21, 0.79], [0.05, 0.53, 0.71], [0.16, -2.08, -1.42], [-0.46, 0.30, -0.28], [-0.06, 0.25, 0.08], [0.69, 0.42, -0.20], [0.23, -0.05, 0.12], [0.07, 0.01, -0.05], [0.07, 0.02, -0.07], [0.10, 0.06, 0.00], [0.08, -0.13, -0.03], [-0.04, -0.09, -0.04], [-0.01, -0.06, -0.08], [-0.07, 0.02, 0.02], [-0.10, 0.04, -0.10], [-0.05, 0.03, -0.03], [0.29, 0.41, 0.49], [-0.03, 0.29, 0.19], [0.43, -0.49, -0.10], [-0.93, 1.75, 0.09], [0.08, 0.13, -0.29], [0.23, 0.19, 0.08], [-0.20, -0.24, -0.03], [0.08, -0.46, -0.41], [-0.16, -0.17, 0.01], [-0.01, -0.31, -0.12], [0.05, -0.01, -0.29], [-0.08, -0.08, 0.05], [-0.06, -0.10, -0.08], [-0.09, -0.01, -0.12], [-0.09, 0.01, 0.22], [-0.09, 0.06, 0.10], [-0.03, 0.25, 0.08]]
}